No. 1
Density functional theory data (the ωB97M-V functional and the def2-TZVPD basis) for a molecular structure, C17H38CrN7O2PS.

```
67
Properties=species:S:1:pos:R:3:mulliken_spin:R:1
Cr 0.633 -0.289 0.134 3.21
S 4.351 -0.249 -0.493 0.02
P -2.533 1.604 -0.696 0.01
O -3.013 2.066 0.640 0.00
O -1.193 0.918 -0.802 -0.01
N 0.101 -2.036 -0.855 -0.06
N -0.844 -0.604 1.627 -0.09
N 2.035 -1.403 1.023 -0.14
N 1.073 1.371 1.324 -0.07
N 1.840 0.183 -1.496 -0.06
N -5.074 0.720 -0.303 0.00
N -1.095 3.650 -1.889 0.00
C 3.211 0.240 -1.659 0.02
C -0.571 0.276 2.800 0.03
C 1.514 0.885 -3.796 0.00
C 1.265 -2.973 -0.701 0.00
C 3.718 0.724 -2.905 0.00
C 2.441 1.326 1.947 0.01
C 2.910 1.041 -3.947 0.00
C 2.331 -1.244 2.470 0.03
C 1.047 0.471 -2.594 0.01
C -3.979 0.627 -1.341 0.00
C 1.877 -2.838 0.680 0.04
C -1.290 -1.962 2.069 0.02
C -2.436 2.966 -1.930 0.00
C 2.685 0.184 2.922 0.02
C -0.034 1.600 2.301 -0.01
C -1.357 -3.045 0.972 0.01
C -1.229 -2.599 -0.476 0.01
H 3.753 0.234 3.134 0.00
H 0.311 2.211 3.135 0.00
H -0.957 4.156 -1.010 0.00
H -2.551 2.565 -2.937 0.00
H -0.343 2.959 -1.984 0.00
H -1.481 0.434 3.381 0.00
H 2.193 0.379 3.876 0.00
H -2.318 -3.554 1.053 0.00
H -0.015 0.334 -2.462 0.01
H -0.615 -2.280 2.861 0.00
H -0.997 4.334 -2.646 0.00
H 0.829 1.057 -4.615 0.00
H -4.708 1.322 0.459 0.00
H -1.966 -1.828 -0.716 -0.01
H -3.732 -0.415 -1.526 0.00
H -3.207 3.713 -1.747 0.00
H 1.999 -2.689 -1.454 0.00
H -0.623 -3.822 1.170 0.00
H -5.929 1.140 -0.676 0.00
H 1.269 -3.312 1.448 0.00
H 4.794 0.796 -2.990 0.00
H 3.168 -1.907 2.696 0.00
H -2.267 -1.849 2.539 0.00
H 3.330 1.380 -4.886 0.00
H 0.961 -4.002 -0.895 0.00
H 0.046 -1.816 -1.847 0.01
H 3.149 1.263 1.123 -0.01
H 2.608 2.269 2.470 0.00
H -1.438 -3.459 -1.114 0.00
H -1.636 -0.163 1.162 -0.01
H 1.108 2.174 0.702 0.01
H -5.335 -0.189 0.081 0.00
H 2.856 -3.321 0.699 0.00
H 0.143 -0.225 3.444 0.00
H 1.482 -1.638 3.028 -0.01
H -0.834 2.141 1.796 0.00
H 2.924 -1.049 0.493 0.00
H -4.355 1.047 -2.272 0.00
```

As for the spin multiplicity: 4. The charge is +3. As for the expectation value of S²: 3.79. The frontier orbital gap (alpha / beta) comes out at 0.2506 / 0.2503 hartree. The relative energy (zero: lowest compared OMol25 entry of this formula, charge and spin) comes out at 55.4 kcal/mol. As for the LUMO energy (alpha / beta): -8.364 / -8.368 eV.

---

No. 2
Density functional theory data (the ωB97M-V functional and the def2-TZVPD basis) for 2 unconnected molecules or ions with the total composition C17H38N4O2P.

```
62
Properties=species:S:1:pos:R:3:lowdin_charge:R:1
P -4.042 -2.760 0.287 0.75
O 1.338 2.720 -3.409 0.12
O 1.848 1.183 -4.941 0.01
N -3.956 -1.925 -1.020 -0.26
N -2.869 -0.892 1.835 0.06
N 3.775 2.187 4.441 -0.01
N 0.935 -1.500 0.419 -0.02
C 1.925 1.102 -6.379 -0.15
C 2.481 0.105 4.798 -0.21
C 1.409 2.406 -4.560 -0.49
C 0.966 2.172 -6.890 -0.15
C 0.693 0.025 -1.519 -0.17
C -2.665 -2.335 1.454 -0.37
C -1.760 -0.284 2.683 -0.06
C 2.534 1.625 4.974 -0.29
C -1.720 0.998 -1.312 -0.10
C -0.679 0.249 -2.173 -0.22
C -0.380 -1.326 0.961 -0.32
C 1.094 -0.424 4.446 -0.20
C 1.063 3.227 -5.788 -0.07
C 0.708 -0.115 2.991 -0.15
C -0.426 -0.986 2.458 -0.25
C -1.316 -2.529 0.753 -0.13
C 0.976 -1.407 -1.038 -0.20
H -3.828 -2.489 -1.849 -0.01
H 3.173 -0.164 4.000 0.11
H -0.834 -3.389 1.220 0.13
H -2.762 -2.932 2.358 0.13
H 1.377 -2.344 0.759 0.13
H 0.357 0.015 5.124 0.11
H -1.453 -2.740 -0.304 0.09
H 3.687 3.175 4.261 0.06
H -0.047 1.771 -6.931 0.12
H 0.821 0.708 -0.679 0.11
H 4.529 2.059 5.099 0.07
H -2.079 -0.276 3.720 0.14
H -2.999 -0.333 0.986 0.14
H -3.742 -0.818 2.356 0.17
H 1.878 3.932 -5.959 0.13
H 1.226 2.534 -7.881 0.12
H -2.175 1.825 -1.844 0.08
H 2.807 -0.372 5.720 0.11
H 0.413 0.933 2.933 0.11
H 1.696 2.098 4.465 0.10
H 2.416 1.847 6.039 0.11
H 2.958 1.293 -6.675 0.13
H 0.259 -2.084 -1.521 0.10
H -0.442 -1.930 3.015 0.14
H -0.807 -0.475 0.423 0.11
H -1.666 0.746 2.345 0.14
H -3.969 -4.157 0.215 0.03
H -5.176 -2.441 1.058 0.01
H 1.458 0.301 -2.240 0.09
H 1.654 0.092 -6.675 0.12
H 0.145 3.784 -5.622 0.13
H 1.578 -0.249 2.355 0.12
H -2.514 0.312 -1.004 0.02
H 1.957 -1.732 -1.373 0.12
H 1.075 -1.504 4.594 0.11
H -1.109 -0.712 -2.458 0.09
H -1.251 1.392 -0.407 0.06
H -0.541 0.805 -3.095 0.08
```

The charge is +1. The frontier orbital gap comes out at 0.3056 hartree. As for the LUMO energy: -2.785 eV.

---

No. 3
Density functional theory data (the ωB97M-V functional and the def2-TZVPD basis) for 5 unconnected molecules or ions with the total composition C17H38O6.

```
61
Properties=species:S:1:pos:R:3:mulliken_spin:R:1
O -1.183 -1.288 4.214 0.00
O -3.542 0.847 -1.521 0.69
O -3.170 -2.084 2.388 0.00
O 3.507 0.635 0.321 0.00
O 1.452 0.514 -3.273 0.00
O -0.782 -2.368 0.888 0.03
C -1.858 -2.543 4.307 0.00
C -2.158 2.690 -1.564 0.01
C -4.363 -1.796 1.618 0.00
C 1.753 0.666 -4.674 0.00
C 2.374 -1.475 -3.976 0.00
C -2.192 0.352 -1.692 0.04
C -3.599 2.226 -1.194 0.01
C 3.319 2.636 1.286 0.00
C 4.219 1.443 -0.564 0.00
C 1.585 -0.864 -2.847 0.00
C -3.335 -2.399 3.773 0.00
C 4.002 2.856 -0.019 0.00
C -1.285 1.551 -1.197 -0.01
C -0.051 -1.155 5.018 0.00
C 0.133 -1.418 1.435 0.00
C 1.758 -0.837 -5.145 0.00
C 2.535 1.349 1.069 0.00
H -1.652 -2.246 1.275 0.00
H 2.098 -1.069 -1.907 0.00
H 0.797 -1.703 4.608 0.00
H 0.834 -1.083 0.671 0.00
H -1.190 1.520 -0.112 0.01
H 4.960 3.353 0.139 0.00
H -4.931 -2.706 1.425 0.00
H -3.728 2.332 -0.117 0.07
H 3.441 -1.251 -3.940 0.00
H 3.441 3.444 -0.745 0.00
H 3.890 1.462 -1.603 0.00
H -2.016 0.133 -2.745 0.08
H 0.592 -1.284 -2.687 0.00
H 0.635 -1.891 2.280 0.00
H 2.311 0.801 1.985 0.00
H 2.617 3.457 1.433 0.00
H -0.339 1.582 -1.738 -0.01
H -5.020 -1.035 2.039 0.00
H 5.269 1.160 -0.500 0.00
H -1.308 -3.322 3.778 0.00
H 2.774 1.038 -4.758 0.00
H 0.737 -1.170 -5.334 0.00
H -4.319 2.809 -1.768 0.03
H 0.960 1.177 -5.221 0.00
H -1.912 -2.994 5.298 0.00
H -0.190 -1.454 6.057 0.00
H -3.926 -3.311 3.871 0.00
H 4.046 2.639 2.098 0.00
H -3.917 -1.662 4.327 0.00
H -2.015 2.972 -2.607 0.01
H 2.280 -2.561 -3.997 0.00
H -1.921 -0.558 -1.156 0.05
H 0.139 -0.084 5.084 0.00
H -4.036 -1.405 0.655 0.00
H 2.293 -1.000 -6.080 0.00
H -1.969 3.567 -0.945 0.00
H -0.454 -0.571 1.791 0.00
H 1.610 1.376 0.493 0.00
```

As for the spin multiplicity: 2. The charge is +1. As for the expectation value of S²: 0.75. The frontier orbital gap (alpha / beta) comes out at 0.3320 / 0.0996 hartree. As for the LUMO energy (alpha / beta): -2.584 / -8.908 eV.

---

No. 4
Density functional theory data (the ωB97M-V functional and the def2-TZVPD basis) for a molecular structure, C17H39BeN5O7.

```
69
Properties=species:S:1:pos:R:3:lowdin_charge:R:1
O -0.477 -1.684 1.044 0.02
O 1.417 2.686 -0.287 -0.30
O 1.829 0.555 1.456 -0.28
O -1.810 0.644 0.054 0.01
O -0.361 0.694 2.641 0.00
O 0.904 0.281 -2.104 0.01
O 2.318 -1.532 -0.192 0.00
N 1.146 1.062 -4.283 -0.19
N -1.190 2.401 3.945 -0.17
N -3.625 0.541 -1.280 -0.18
N -2.148 -3.136 1.462 -0.19
N 4.349 -2.615 -0.169 -0.20
C 1.974 1.743 -5.299 -0.03
C -2.945 -3.801 2.452 -0.08
C 5.493 -3.038 0.610 -0.06
C -0.236 1.751 3.229 -0.29
C -5.065 0.457 -1.373 -0.07
C 2.802 1.595 1.343 -0.28
C 2.441 2.908 0.562 -0.46
C -2.945 1.272 -2.326 -0.04
C -2.981 0.360 -0.099 -0.31
C -1.162 -2.295 1.832 -0.31
C -2.375 -3.525 0.073 -0.03
C -0.233 0.854 -4.649 -0.06
C 3.283 -2.005 0.387 -0.30
C -2.531 1.838 3.949 -0.05
C 1.476 0.873 -2.999 -0.33
C 4.445 -2.778 -1.594 -0.06
C -0.965 3.743 4.437 -0.07
Be 0.718 0.450 0.360 0.67
H -1.361 3.834 5.450 0.08
H -5.444 -0.002 -2.288 0.09
H 2.197 1.217 -6.225 0.09
H -1.863 1.195 -2.267 0.07
H 3.760 1.258 0.920 0.08
H -0.396 0.448 -5.645 0.09
H 5.238 -2.218 -2.088 0.09
H -3.216 0.909 -3.321 0.09
H 0.087 4.020 4.503 0.09
H -1.028 -2.255 2.924 0.15
H 5.449 -2.781 1.665 0.09
H -3.294 2.309 -2.332 0.10
H 5.527 -4.125 0.484 0.08
H -2.740 -4.872 2.570 0.09
H -0.758 0.234 -3.925 0.07
H -1.377 4.547 3.823 0.09
H 2.115 3.614 1.347 0.07
H 6.415 -2.695 0.137 0.08
H -3.978 -3.824 2.098 0.08
H -1.761 -4.418 -0.053 0.10
H -2.850 -3.387 3.454 0.09
H -3.375 2.522 3.848 0.09
H -3.526 -0.210 0.669 0.14
H 3.329 3.416 0.165 0.08
H 3.066 1.900 2.365 0.09
H 3.511 -2.315 -1.928 0.08
H -5.459 1.476 -1.435 0.09
H 1.452 2.697 -5.371 0.09
H -2.711 1.239 3.055 0.07
H -5.503 -0.085 -0.537 0.09
H 2.938 1.828 -4.796 0.08
H -2.211 -2.772 -0.695 0.09
H 2.490 1.262 -2.804 0.14
H 3.366 -1.944 1.481 0.14
H -2.662 1.190 4.815 0.09
H -0.641 1.862 -4.511 0.10
H 4.334 -3.811 -1.928 0.09
H -3.425 -3.783 -0.078 0.08
H 0.758 2.222 3.269 0.14
```

The frontier orbital gap comes out at 0.2230 hartree. The relative energy (zero: lowest compared OMol25 entry of this formula, charge and spin) comes out at 0.0 kcal/mol. As for the LUMO energy: 0.463 eV.